1.
{"formula": "C29H33N4", "method": "ωB97M-V with the def2-TZVPD basis set", "elements": ["C", "N", "C", "C", "C", "N", "C", "C", "C", "N", "C", "H", "H", "H", "H", "H", "H", "H", "H", "H", "H", "H", "H", "H", "H", "H", "C", "N", "C", "C", "C", "C", "C", "C", "C", "C", "C", "C", "C", "C", "C", "C", "C", "C", "C", "C", "C", "C", "H", "H", "H", "H", "H", "H", "H", "H", "H", "H", "H", "H", "H", "H", "H", "H", "H", "H"], "xyz": [[1.2669, -2.7904, -0.5437], [1.2434, -2.4049, 0.8507], [2.4709, -2.5444, 1.5857], [2.4451, -1.6014, 2.7562], [1.2348, -1.8680, 3.6004], [0.0338, -1.9054, 2.7943], [-1.2072, -1.6348, 3.4987], [-2.2965, -2.4755, 2.8900], [-2.3285, -2.2630, 1.3936], [-1.0479, -2.4359, 0.7436], [0.0229, -2.2463, 1.4634], [0.2793, -2.5815, -0.9656], [2.0443, -2.2123, -1.0641], [1.4974, -3.8604, -0.6610], [2.5898, -3.5820, 1.9442], [3.2906, -2.3080, 0.9025], [3.3399, -1.7599, 3.3618], [2.4336, -0.5648, 2.4027], [1.3588, -2.8353, 4.1188], [1.1132, -1.0907, 4.3624], [-1.0653, -1.8540, 4.5587], [-1.4774, -0.5727, 3.3884], [-2.1127, -3.5314, 3.1136], [-3.2507, -2.1945, 3.3394], [-3.0056, -2.9866, 0.9253], [-2.7201, -1.2464, 1.2051], [-7.4901, -2.3707, -4.3700], [-6.5077, -3.1406, -5.1010], [-6.9682, -3.7416, -6.3338], [-5.1644, -3.1743, -4.7127], [-4.6959, -4.1615, -3.8117], [-3.3655, -4.1964, -3.4389], [-2.4344, -3.2694, -3.9676], [-1.0139, -3.4148, -3.8097], [-0.0629, -2.3527, -4.0855], [1.1692, -2.9533, -4.4968], [2.1845, -2.1799, -5.0430], [2.0258, -0.7891, -5.0813], [0.8639, -0.1839, -4.5652], [-0.1865, -0.9650, -4.0713], [1.0389, -4.3927, -4.3309], [-0.2802, -4.6692, -3.8218], [-0.6418, -5.9885, -3.5576], [0.2641, -7.0160, -3.8453], [1.5157, -6.7391, -4.4265], [1.9049, -5.4170, -4.6758], [-2.9342, -2.2544, -4.8302], [-4.2600, -2.2111, -5.2072], [-7.0112, -1.9178, -3.4950], [-7.9171, -1.5787, -5.0022], [-8.3111, -3.0210, -4.0385], [-6.1299, -4.2498, -6.8230], [-7.7610, -4.4727, -6.1229], [-7.3801, -2.9810, -7.0126], [-5.4143, -4.8967, -3.4429], [-3.0311, -4.9491, -2.7303], [3.0705, -2.6808, -5.4296], [2.8132, -0.1632, -5.5045], [0.7733, 0.9036, -4.5701], [-1.0919, -0.5143, -3.6678], [-1.6085, -6.2112, -3.1189], [-0.0085, -8.0500, -3.6278], [2.1894, -7.5599, -4.6764], [2.8594, -5.1614, -5.1339], [-2.2539, -1.5256, -5.2606], [-4.6254, -1.4424, -5.8909]], "forces_ev_per_a": [[0.037, 0.013, -0.017], [-0.072, 0.176, -0.619], [-0.191, -0.183, 0.005], [0.647, 0.305, 0.229], [-0.099, -0.316, 0.195], [0.213, 0.226, 0.026], [-0.047, 0.139, -0.531], [-0.419, -0.349, 0.395], [-0.106, 0.193, -0.237], [0.639, 0.278, 0.525], [-0.917, -0.376, -0.265], [0.342, -0.085, 0.027], [-0.143, -0.108, 0.054], [-0.081, 0.073, -0.040], [0.174, 0.102, -0.095], [0.027, -0.093, 0.132], [0.014, 0.167, -0.006], [0.049, -0.117, 0.002], [-0.013, 0.205, 0.053], [0.049, -0.110, -0.083], [-0.005, 0.007, -0.078], [0.117, -0.088, 0.197], [-0.003, 0.042, 0.010], [-0.074, -0.117, -0.039], [-0.154, 0.246, 0.116], [-0.006, -0.264, -0.120], [0.169, -0.039, 0.188], [-0.250, -0.197, 0.010], [0.232, -0.022, -0.002], [0.382, 0.215, 0.020], [-0.022, 0.317, -0.133], [-0.069, -0.269, -0.145], [-0.162, 0.130, 0.179], [-0.437, 0.293, -0.628], [1.040, -0.064, -0.270], [-0.364, 1.467, -0.274], [-0.352, -0.707, 0.366], [-0.569, 0.364, 0.288], [0.371, -0.169, -0.180], [-0.111, -0.050, 0.018], [-0.733, -1.292, 0.098], [1.250, -0.301, -0.014], [0.036, 0.053, -0.086], [0.429, 0.030, -0.164], [-0.622, -0.128, 0.347], [-0.243, 0.647, 0.177], [0.273, 0.147, -0.010], [-0.234, -0.378, 0.264], [-0.248, -0.030, -0.131], [0.068, -0.026, 0.146], [0.058, 0.172, 0.057], [-0.267, 0.057, -0.011], [0.130, 0.033, -0.135], [0.094, -0.131, -0.014], [0.277, 0.271, -0.011], [-0.116, 0.217, -0.112], [-0.069, 0.332, 0.063], [-0.241, -0.191, 0.145], [0.046, -0.369, 0.020], [0.264, 0.063, -0.101], [0.232, -0.185, -0.172], [0.081, 0.349, -0.079], [-0.227, 0.231, 0.077], [-0.144, -0.284, 0.126], [-0.072, -0.254, 0.038], [0.136, -0.268, 0.209]], "homo_ev": -9.619, "e_above_lowest_kcal_mol": 43.1, "multiplicity": 1, "lumo_ev": -5.660, "orbital_gap_ev": 3.96, "charge": 1}


2.
{"formula": "C29H33N7O2ReSi2", "method": "ωB97M-V with the def2-TZVPD basis set", "elements": ["Re", "C", "C", "C", "C", "N", "C", "C", "C", "C", "C", "C", "N", "C", "C", "C", "C", "C", "N", "H", "H", "H", "H", "H", "H", "H", "H", "H", "H", "H", "C", "Si", "C", "C", "C", "C", "C", "C", "C", "C", "N", "Si", "C", "C", "C", "H", "H", "H", "H", "H", "H", "H", "H", "H", "H", "H", "H", "H", "H", "H", "H", "H", "H", "H", "H", "H", "H", "N", "C", "N", "C", "N", "O", "O"], "xyz": [[0.0283, 0.0534, 0.0710], [-0.7533, 0.8400, -4.1666], [0.0557, 1.9298, -4.4305], [0.7040, 2.5511, -3.3716], [0.5586, 2.0345, -2.1013], [-0.1288, 0.8894, -1.8580], [-0.8183, 0.3474, -2.8787], [0.9856, 2.7294, -0.8831], [1.5894, 3.9713, -0.8462], [1.8231, 4.5611, 0.3865], [1.4337, 3.9075, 1.5408], [0.8329, 2.6609, 1.4354], [0.6203, 2.0918, 0.2453], [0.3882, 1.8393, 2.5601], [0.3841, 2.3186, 3.8518], [-0.0613, 1.5050, 4.8843], [-0.4788, 0.2357, 4.5630], [-0.4413, -0.1806, 3.2419], [-0.0286, 0.5815, 2.2225], [-1.3302, 0.3596, -4.9429], [0.1555, 2.3183, -5.4349], [1.2853, 3.4452, -3.5356], [-1.4480, -0.4945, -2.6392], [1.8642, 4.4789, -1.7575], [2.2995, 5.5298, 0.4437], [1.6073, 4.3575, 2.5051], [0.7123, 3.3251, 4.0577], [-0.0765, 1.8648, 5.9037], [-0.8345, -0.4539, 5.3151], [-0.7491, -1.1775, 2.9987], [-2.8354, -3.7745, 2.4429], [-2.5741, -2.1756, 1.5327], [-3.2135, -0.8323, 2.6640], [-3.6474, -2.2097, 0.0134], [-0.6785, -2.0130, 0.9673], [-0.5657, -2.5643, -0.3864], [-0.9041, -3.8080, -0.9372], [-0.4259, -4.1049, -2.1895], [0.3843, -3.1817, -2.8734], [0.6246, -1.9606, -2.3082], [0.0888, -1.6598, -1.0993], [0.9225, -2.8852, 1.8314], [2.1522, -3.3742, 0.5065], [0.4208, -4.4808, 2.6420], [1.8525, -1.8792, 3.1065], [-3.9013, -3.8093, 2.6866], [-2.3058, -3.8562, 3.3887], [-2.6215, -4.6745, 1.8673], [-4.2999, -0.9467, 2.6251], [-2.9954, 0.2001, 2.3962], [-2.9168, -1.0072, 3.6991], [-4.6477, -2.3956, 0.4170], [-3.4106, -3.0465, -0.6408], [-3.7073, -1.3126, -0.5957], [-1.4730, -4.5229, -0.3612], [-0.6357, -5.0682, -2.6348], [0.8296, -3.4258, -3.8265], [1.2637, -1.2192, -2.7672], [1.7835, -4.1968, -0.1069], [3.0373, -3.7451, 1.0293], [2.4798, -2.5821, -0.1611], [-0.0909, -5.1597, 1.9604], [-0.1851, -4.3681, 3.5383], [1.3526, -4.9669, 2.9421], [2.1158, -0.8708, 2.7904], [2.7908, -2.4203, 3.2556], [1.3679, -1.8276, 4.0798], [2.0146, -0.1266, 0.0810], [3.1802, -0.2972, 0.2426], [4.3913, -0.3710, 0.4199], [5.2155, -1.4029, 0.4305], [5.9536, -2.2861, 0.4664], [-1.8387, 0.3440, 0.0915], [-2.6824, 0.7052, -0.7707]], "forces_ev_per_a": [[-0.904, -0.408, 0.599], [-0.041, -0.006, 0.019], [0.036, 0.016, 0.024], [-0.117, -0.061, -0.020], [0.037, 0.036, 0.118], [0.119, 0.091, -0.839], [-0.148, 0.064, 0.190], [-0.052, -0.022, -0.022], [-0.009, -0.083, 0.038], [0.002, 0.001, 0.001], [-0.025, -0.084, -0.052], [0.082, 0.036, 0.012], [0.090, 0.300, 0.034], [0.035, -0.046, -0.106], [-0.029, -0.078, -0.046], [0.007, 0.023, -0.008], [-0.020, -0.032, -0.054], [-0.017, 0.023, -0.106], [0.091, 0.318, 0.578], [-0.012, 0.000, -0.013], [-0.008, -0.004, -0.004], [0.008, 0.018, 0.012], [0.035, -0.014, -0.045], [0.017, 0.002, -0.017], [0.007, 0.010, 0.004], [0.003, 0.006, 0.023], [0.011, 0.018, -0.009], [-0.003, -0.004, 0.010], [-0.004, -0.010, 0.008], [0.036, 0.065, 0.048], [-0.126, -0.174, 0.026], [0.334, 0.221, -0.081], [-0.061, -0.038, 0.092], [-0.113, -0.237, -0.031], [0.374, 0.342, 0.142], [-0.061, -0.459, 0.146], [0.042, 0.134, 0.072], [0.041, 0.027, -0.061], [0.006, 0.020, 0.022], [0.051, -0.046, 0.104], [0.454, -0.117, -0.697], [-0.116, -0.041, -0.142], [-0.053, 0.020, -0.038], [-0.092, 0.005, 0.011], [0.069, 0.044, -0.031], [-0.044, -0.005, -0.023], [0.089, 0.083, 0.051], [0.057, -0.011, -0.064], [-0.046, 0.019, 0.052], [0.035, -0.040, -0.057], [-0.098, 0.046, 0.028], [-0.061, -0.019, -0.122], [-0.082, -0.089, -0.047], [0.057, 0.087, 0.109], [-0.035, -0.014, 0.026], [0.001, -0.008, -0.019], [-0.001, -0.026, -0.007], [-0.033, -0.001, -0.016], [-0.016, -0.042, -0.004], [0.036, -0.013, -0.006], [-0.008, -0.074, -0.008], [-0.043, -0.042, -0.006], [-0.026, 0.022, 0.021], [0.028, -0.035, -0.004], [0.047, 0.024, 0.014], [0.025, -0.036, -0.004], [-0.014, -0.032, 0.022], [0.021, 0.007, 0.203], [-0.038, -0.110, -0.111], [0.033, 0.479, 0.080], [0.060, -0.349, 0.012], [0.033, -0.003, -0.012], [0.144, 0.075, 0.143], [-0.095, 0.229, -0.162]], "homo_ev": [-14.051, -14.370], "e_above_lowest_kcal_mol": 61.4, "multiplicity": 2, "lumo_ev": [-7.908, -7.723], "orbital_gap_ev": [6.14, 6.65], "charge": 2}


| no. | calculated total energy (hartree) |
| --- | --- |
| 1 | -1343.61641 |
| 2 | -2315.33133 |